Run i
One molecule with the formula C2H3N3O, computed with ωB97M-V/def2-TZVPD.

SMILES: Oc1nc[nH]n1
Total charge: 0
LUMO energy (alpha / beta) (eV): -0.428 / -0.425

Each atom is followed by the atoms it is bonded to, with distances in Å.
Element x y z (Å)
1 H 2.395 -0.531 -0.228  O7 0.959
2 H -1.859 0.834 0.920  N8 1.005
3 H -1.451 -1.516 -0.018  C9 1.079
4 N -0.040 1.405 0.180  C5 1.358, N8 1.333
5 C 0.814 0.606 -0.510  N4 1.358, N6 1.391, O7 1.476
6 N 0.257 -0.613 -0.882  C5 1.391, C9 1.285
7 O 1.773 -0.100 0.361  H1 0.959, C5 1.476
8 N -1.055 0.565 0.380  H2 1.005, N4 1.333, C9 1.366
9 C -0.833 -0.650 -0.202  H3 1.079, N6 1.285, N8 1.366

These are the natural (NBO) partial charges, in e, on atoms 1 to 6: 0.482 0.413 0.207 -0.220 0.424 -0.426

=====

Run ii
One molecule with the formula C2H3N3O, computed with ωB97M-V/def2-TZVPD.

SMILES: NC(=O)C1N=N1
Total charge: 0
LUMO energy (eV): 0.517

Each atom is followed by the atoms it is bonded to, with distances in Å.
Element x y z (Å)
1 H 0.560 -0.673 1.769  N7 1.041
2 H -1.083 1.288 -0.596  C8 1.117
3 H 0.571 -1.999 0.703  N7 1.023
4 C 0.350 -0.413 -0.375  N7 1.319, C8 1.538, O9 1.212
5 N 0.713 2.089 0.457  N6 1.211, C8 1.483
6 N 0.884 2.139 -0.741  N5 1.211, C8 1.440
7 N 0.352 -1.005 0.804  H1 1.041, H3 1.023, C4 1.319
8 C -0.012 1.081 -0.353  H2 1.117, C4 1.538, N5 1.483, N6 1.440
9 O 0.521 -0.914 -1.465  C4 1.212

These are the natural (NBO) partial charges, in e, on atoms 1 to 6: 0.424 0.196 0.399 0.631 -0.058 -0.034

=====

Run iii
One molecule with the formula C2H3N3O, computed with ωB97M-V/def2-TZVPD.

SMILES: Nc1ncno1
Total charge: 0
LUMO energy (eV): 0.684

Each atom is followed by the atoms it is bonded to, with distances in Å.
Element x y z (Å)
1 C -1.622 0.282 -0.217  N2 1.350, H4 1.101, N6 1.239
2 N -0.413 0.804 -0.512  C1 1.350, C9 1.327
3 N 1.749 -0.059 -0.065  H7 1.006, H8 1.004, C9 1.351
4 H -2.576 0.754 -0.497  C1 1.101
5 O -0.174 -1.124 0.602  N6 1.643, C9 1.311
6 N -1.770 -0.785 0.397  C1 1.239, O5 1.643
7 H 2.132 0.836 -0.318  N3 1.006
8 H 2.273 -0.602 0.598  N3 1.004
9 C 0.401 -0.105 0.011  N2 1.327, N3 1.351, O5 1.311

These are the natural (NBO) partial charges, in e, on atoms 1 to 6: 0.164 -0.593 -0.791 0.222 -0.395 -0.118

=====

We find run iii to be the most stable, with the next structure 0.882 eV higher.

=====

Run i
One molecule with the formula C2H3N3O, computed with ωB97M-V/def2-TZVPD.

Total charge: 0
LUMO energy (alpha / beta) (eV): -1.262 / -2.221

Each atom is followed by the atoms it is bonded to, with distances in Å.
Element x y z (Å)
1 H 2.979 -0.075 -0.074  O5 0.971
2 N -1.543 0.880 0.276  C3 1.284, H4 1.023
3 C -1.228 -0.326 -0.032  N2 1.284, H7 1.096, N8 1.341
4 H -2.458 0.932 0.731  N2 1.023
5 O 2.252 -0.708 -0.180  H1 0.971, C6 1.336
6 C 1.098 -0.035 -0.188  O5 1.336, N8 1.352, N9 1.260
7 H -1.934 -1.163 0.020  C3 1.096
8 N -0.034 -0.698 -0.517  C3 1.341, C6 1.352
9 N 0.869 1.194 -0.037  C6 1.260

These are the natural (NBO) partial charges, in e, on atoms 1 to 6: 0.499 -0.588 0.212 0.347 -0.636 0.499

=====

Run ii
One molecule with the formula C2H3N3O, computed with ωB97M-V/def2-TZVPD.

Total charge: 0
LUMO energy (eV): -0.392

Each atom is followed by the atoms it is bonded to, with distances in Å.
Element x y z (Å)
1 C -1.259 -0.631 -0.159  N7 1.449, N8 1.314
2 H 1.256 1.566 0.107  C5 1.086
3 H 1.274 -0.030 -1.866  N4 1.010
4 N 0.566 0.012 -1.146  H3 1.010, C5 1.297, N8 1.398
5 C 0.559 0.756 -0.084  H2 1.086, N4 1.297, N7 1.378
6 H -1.087 -0.776 2.004  O9 0.974
7 N -0.573 0.387 0.611  C1 1.449, C5 1.378, O9 1.444
8 N -0.522 -0.864 -1.222  C1 1.314, N4 1.398
9 O -0.215 -0.419 1.755  H6 0.974, N7 1.444

These are the natural (NBO) partial charges, in e, on atoms 1 to 6: 0.075 0.227 0.424 -0.306 0.244 0.493

=====

Run iii
One molecule with the formula C2H3N3O, computed with ωB97M-V/def2-TZVPD.

SMILES: [H]/N=c1/nc[nH]o1
Total charge: 0
LUMO energy (eV): 0.148

Each atom is followed by the atoms it is bonded to, with distances in Å.
Element x y z (Å)
1 C -1.073 0.644 0.431  H5 1.092, N6 1.410, N9 1.332
2 C 0.570 -0.755 0.210  O3 1.308, N7 1.211, N9 1.391
3 O 0.490 -0.131 -0.936  C2 1.308, N6 1.477
4 H -0.812 1.435 -1.409  N6 1.001
5 H -1.711 1.350 0.967  C1 1.092
6 N -0.273 1.098 -0.637  C1 1.410, O3 1.477, H4 1.001
7 N 1.374 -1.567 0.611  C2 1.211, H8 1.070
8 H 1.842 -1.771 -0.329  N7 1.070
9 N -0.407 -0.301 1.091  C1 1.332, C2 1.391

These are the natural (NBO) partial charges, in e, on atoms 1 to 6: 0.196 0.574 -0.345 0.378 0.219 -0.298

=====

Run iv
One molecule with the formula C2H3N3O, computed with ωB97M-V/def2-TZVPD.

SMILES: Oc1cn[nH]n1
Total charge: 0
LUMO energy (eV): 0.929

Each atom is followed by the atoms it is bonded to, with distances in Å.
Element x y z (Å)
1 N -1.413 0.501 0.160  N4 1.301, C9 1.364
2 N 0.596 -0.175 0.830  N4 1.337, C7 1.314
3 O 1.499 -1.006 -1.128  H6 0.973, C7 1.344
4 N -0.544 0.456 1.127  N1 1.301, N2 1.337, H5 1.001
5 H -0.865 0.554 2.070  N4 1.001
6 H 2.217 -1.191 -0.498  O3 0.973
7 C 0.516 -0.372 -0.467  N2 1.314, O3 1.344, C9 1.464
8 H -1.221 1.155 -1.120  C9 1.170
9 C -0.782 0.079 -0.974  N1 1.364, C7 1.464, H8 1.170

These are the natural (NBO) partial charges, in e, on atoms 1 to 6: -0.223 -0.321 -0.645 -0.173 0.400 0.495

=====

We find run iii to be the most stable, with the next structure 0.652 eV higher.

=====

Run i
One molecule with the formula C2H2ClN, computed with ωB97M-V/def2-TZVPD.

SMILES: Cl[C@H]1C=N1
Total charge: 0
LUMO energy (eV): 0.538

Each atom is followed by the atoms it is bonded to, with distances in Å.
Element x y z (Å)
1 C -0.827 0.124 0.484  H2 1.067, N3 1.259, C4 1.468
2 H -1.241 -0.210 1.409  C1 1.067
3 N -0.427 1.132 -0.155  C1 1.259, C4 1.477
4 C 0.301 -0.125 -0.422  C1 1.468, N3 1.477, H5 1.082, Cl6 1.880
5 H 0.085 -0.606 -1.367  C4 1.082
6 Cl 2.109 -0.316 0.052  C4 1.880

Here is what natural (NBO) gives for the atomic charges, in e: 0.064 0.227 -0.271 -0.113 0.199 -0.106

=====

Run ii
A 2-piece molecular cluster, C2H2ClN overall, computed with ωB97M-V/def2-TZVPD.

Total charge: 0
LUMO energy (alpha / beta) (eV): -1.075 / -1.074

Each atom is followed by the atoms it is bonded to, with distances in Å.
Element x y z (Å)
1 Cl -2.918 -0.521 -0.063  N5 1.548
2 C 1.763 -0.537 0.200  H3 1.054, C6 1.222
3 H 2.417 -1.326 0.449  C2 1.054
4 H 0.336 1.104 -0.489  C6 1.066
5 N -2.598 0.977 0.159  Cl1 1.548
6 C 1.001 0.303 -0.255  C2 1.222, H4 1.066

Here is what natural (NBO) gives for the atomic charges, in e: 0.327 -0.238 0.232 0.241 -0.324 -0.238

=====

We find run i to be the most stable, with the next structure 3.798 eV higher.

=====

Run i
A 17-piece molecular cluster, H33O17 overall, computed with ωB97M-V/def2-TZVPD.

Total charge: -1
LUMO energy (eV): 2.262

Each atom is followed by the atoms it is bonded to, with distances in Å.
Element x y z (Å)
1 H -0.708 -0.377 -1.720  O5 0.979
2 H -2.870 3.647 -3.313  O47 0.956
3 H -0.519 1.539 -4.907  O19 0.960
4 H 1.580 3.647 3.422  O16 0.990
5 O -0.863 -1.287 -2.047  H1 0.979, H20 0.981
6 H -3.649 -3.103 0.911  O43 0.957
7 O -3.904 0.979 0.400  H42 0.960
8 H 5.275 -0.973 2.810  O25 0.964
9 O -3.104 0.243 -2.113  H12 0.983, H27 0.955
10 O 0.622 -3.072 -0.525  H46 0.969, H48 0.952
11 H -0.596 2.901 3.444  O34 0.953
12 H -3.242 0.386 -1.150  O9 0.983
13 H 2.158 5.064 3.021  O16 0.957
14 H 4.878 -0.947 1.388  O25 0.958
15 H -1.932 1.468 2.364  O23 0.967
16 O 2.369 4.131 3.069  H4 0.990, H13 0.957
17 H -1.372 -1.753 -4.744  O38 0.951
18 H 2.326 -5.290 2.571  O50 0.958
19 O -0.111 2.379 -4.682  H3 0.960, H49 0.960
20 H -1.815 -1.145 -1.860  O5 0.981
21 O 3.292 -3.518 1.646  H22 0.958, H36 0.970
22 H 2.982 -3.679 0.754  O21 0.958
23 O -1.719 1.275 1.441  H15 0.967, H41 1.131
24 H -3.787 -1.802 0.088  O43 0.960
25 O 5.599 -1.246 1.944  H8 0.964, H14 0.958
26 H 1.125 -0.122 -0.554  O44 0.958
27 H -3.567 0.919 -2.605  O9 0.955
28 H -1.077 1.394 -0.283  O32 0.975
29 H 0.331 2.269 2.435  O34 0.963
30 H -1.004 -2.980 -4.184  O38 0.972
31 H 4.209 1.106 1.272  O37 0.961
32 O -0.666 1.535 -1.156  H28 0.975, H45 0.956
33 H 3.984 2.162 2.385  O37 0.963
34 O 0.300 2.592 3.342  H11 0.953, H29 0.963
35 H 1.062 0.514 0.903  O44 0.956
36 H 4.168 -3.158 1.439  O21 0.970
37 O 4.244 1.249 2.222  H31 0.961, H33 0.963
38 O -1.492 -2.670 -4.965  H17 0.951, H30 0.972
39 H 0.922 -5.102 2.053  O50 0.960
40 H -2.747 4.504 -1.942  O47 0.954
41 H -2.820 1.243 1.182  O23 1.131
42 H -4.110 0.044 0.459  O7 0.960
43 O -3.672 -2.753 0.021  H6 0.957, H24 0.960
44 O 1.569 -0.012 0.287  H26 0.958, H35 0.956
45 H -0.261 2.402 -1.149  O32 0.956
46 H 0.944 -2.849 0.361  O10 0.969
47 O -3.092 3.733 -2.386  H2 0.956, H40 0.954
48 H -0.266 -2.746 -0.414  O10 0.952
49 H -0.382 2.584 -3.784  O19 0.960
50 O 1.410 -5.322 2.851  H18 0.958, H39 0.960

These are the natural (NBO) partial charges, in e, on atoms 1 to 6: 0.486 0.475 0.476 0.500 -0.999 0.466

=====

Run ii
A 17-piece molecular cluster, H33O17 overall, computed with ωB97M-V/def2-TZVPD.

Total charge: -1
LUMO energy (eV): 1.885

Each atom is followed by the atoms it is bonded to, with distances in Å.
Element x y z (Å)
1 H -2.022 0.320 0.287  O15 0.994
2 O -2.638 4.210 -0.655  H21 0.940, H30 0.959
3 H -2.438 -1.275 -4.247  O11 0.969
4 H 1.957 1.412 3.552  O6 1.045
5 O -0.154 1.241 0.071  H42 0.960, H49 1.092
6 O 2.126 2.027 4.379  H4 1.045, H12 0.941
7 H -0.108 -2.163 -4.617  O17 0.958
8 O -1.835 -1.947 -1.874  H18 0.988, H25 0.949
9 H -0.117 0.172 3.663  O26 1.023
10 O 2.245 3.285 -4.623  H23 0.978, H35 0.953
11 O -3.142 -0.993 -3.644  H3 0.969, H40 1.018
12 H 2.214 2.762 3.798  O6 0.941
13 H -2.584 -0.689 1.117  O15 0.930
14 H 4.535 -0.675 -0.833  O44 0.951
15 O -2.774 -0.331 0.280  H1 0.994, H13 0.930
16 O -0.579 1.467 2.516  H27 0.944
17 O -0.860 -2.533 -5.080  H7 0.958, H28 1.041
18 H -2.748 -2.186 -1.580  O8 0.988
19 H -3.527 2.890 2.761  O45 0.949
20 H 0.992 -5.479 0.926  O22 0.965
21 H -3.402 3.695 -0.843  O2 0.940
22 O 0.057 -5.715 0.922  H20 0.965, H47 0.941
23 H 2.964 3.466 -3.986  O10 0.978
24 H -3.600 3.272 1.359  O45 1.051
25 H -1.720 -1.049 -1.590  O8 0.949
26 O -0.381 -0.596 4.285  H9 1.023, H36 0.976
27 H -1.183 0.853 2.901  O16 0.944
28 H -0.904 -3.398 -4.502  O17 1.041
29 O -0.368 2.940 -1.816  H31 0.963, H41 1.005
30 H -2.028 4.036 -1.376  O2 0.959
31 H -0.397 1.977 -1.789  O29 0.963
32 H 5.180 -1.889 -0.133  O44 0.969
33 H 3.269 -2.619 0.705  O37 0.950
34 H 0.857 -1.747 0.405  O39 0.953
35 H 1.352 3.235 -4.295  O10 0.953
36 H -0.372 -1.419 3.759  O26 0.976
37 O 3.592 -3.398 1.142  H33 0.950, H46 0.960
38 H 1.886 -0.264 2.927  O43 1.015
39 O 1.308 -2.033 -0.384  H34 0.953, H48 0.946
40 H -2.683 -0.715 -2.780  O11 1.018
41 H -0.552 3.392 -0.938  O29 1.005
42 H 0.588 1.820 0.262  O5 0.960
43 O 1.709 0.410 2.188  H38 1.015, H50 1.049
44 O 5.207 -0.924 -0.209  H14 0.951, H32 0.969
45 O -4.097 3.465 2.265  H19 0.949, H24 1.051
46 H 3.320 -3.659 2.024  O37 0.960
47 H -0.527 -5.071 0.560  O22 0.941
48 H 1.966 -1.417 -0.674  O39 0.946
49 H -0.296 1.108 1.146  O5 1.092
50 H 0.713 0.730 2.267  O43 1.049

These are the natural (NBO) partial charges, in e, on atoms 1 to 6: 0.499 -0.956 0.486 0.479 -1.084 -0.976

=====

Run iii
A 17-piece molecular cluster, H33O17 overall, computed with ωB97M-V/def2-TZVPD.

Total charge: -1
LUMO energy (eV): 2.276

Each atom is followed by the atoms it is bonded to, with distances in Å.
Element x y z (Å)
1 H -3.890 -3.581 0.661  O12 0.954
2 H -2.604 -4.459 0.548  O12 1.030
3 H -0.517 1.255 1.792  O40 0.953
4 H 1.782 -3.460 -0.741  O28 0.922
5 H 0.570 -3.599 -4.075  O45 0.926
6 H 1.348 -0.702 -5.074  O10 0.955
7 O 0.648 3.185 -0.070  H47 0.993, H49 0.972
8 H -2.934 0.945 0.327  O27 0.935
9 H 3.881 2.694 -1.970  O39 0.927
10 O 0.942 -1.489 -4.717  H6 0.955, H20 0.934
11 H 0.971 -0.125 1.611  O34 0.980
12 O -3.530 -4.288 0.131  H1 0.954, H2 1.030
13 H 2.883 -0.857 0.681  O29 1.146
14 O -0.658 1.545 4.706  H21 0.984, H46 0.925
15 H -1.490 -1.771 1.458  O42 0.835
16 H -1.570 -2.173 -1.902  O44 0.868
17 O 3.445 2.948 4.099  H25 1.003, H32 1.023
18 O -1.414 1.810 -2.618  H33 0.891, H35 1.048
19 H -2.601 -1.103 -2.467  O44 1.058
20 H 0.621 -1.868 -5.508  O10 0.934
21 H 0.110 1.926 4.223  O14 0.984
22 H 3.695 -0.190 1.803  O29 0.986
23 H -1.551 1.242 0.321  O27 0.995
24 H 1.496 -0.488 -2.742  O48 0.964
25 H 3.344 2.011 3.756  O17 1.003
26 H 0.332 -3.117 -0.453  O28 0.937
27 O -2.418 1.711 0.184  H8 0.935, H23 0.995
28 O 0.923 -3.794 -0.719  H4 0.922, H26 0.937
29 O 3.902 -0.362 0.855  H13 1.146, H22 0.986
30 H 0.461 -1.139 2.572  O34 1.023
31 H 0.877 0.449 -1.871  O48 0.960
32 H 2.851 3.283 3.337  O17 1.023
33 H -1.797 1.519 -1.868  O18 0.891
34 O 1.345 -0.861 2.139  H11 0.980, H30 1.023
35 H -1.106 2.766 -2.315  O18 1.048
36 H 0.261 -3.825 -2.413  O45 0.901
37 H -4.153 0.627 3.011  O50 0.967
38 H -1.971 -0.696 0.821  O42 0.851
39 O 3.340 3.385 -1.673  H9 0.927, H41 1.062
40 O -0.055 0.858 1.059  H3 0.953
41 H 2.528 2.940 -1.154  O39 1.062
42 O -2.174 -1.296 1.389  H15 0.835, H38 0.851
43 H -3.238 1.795 2.602  O50 0.917
44 O -1.764 -1.328 -1.861  H16 0.868, H19 1.058
45 O 0.124 -3.847 -3.303  H5 0.926, H36 0.901
46 H -1.017 1.964 5.449  O14 0.925
47 H 0.315 2.358 0.368  O7 0.993
48 O 1.507 0.464 -2.596  H24 0.964, H31 0.960
49 H 1.501 3.588 0.162  O7 0.972
50 O -4.087 1.583 2.876  H37 0.967, H43 0.917

These are the natural (NBO) partial charges, in e, on atoms 1 to 6: 0.477 0.468 0.435 0.484 0.503 0.479

=====

We find run i to be the most stable, with the next structure 1.985 eV higher.